a | C27H28N2O5S | the ωB97M-V functional and the def2-TZVPD basis

Atoms and positions in Å:
S1 -1.99 -1.56 -0.90
O1 -2.07 -1.30 -2.31
O2 4.68 -0.02 -0.88
O3 5.87 3.80 0.83
O4 4.57 2.44 2.03
O5 -2.49 -2.80 -0.39
N1 3.52 -0.57 0.98
N2 -2.68 -0.32 -0.01
C1 1.90 -0.99 2.70
C2 -0.28 -1.38 -0.41
C3 2.30 -0.87 0.36
C4 -5.12 -0.99 -1.48
C5 0.02 -1.36 0.94
C6 1.31 -1.10 1.32
C7 -1.01 1.70 1.47
C8 -5.19 -0.30 -0.15
C9 -4.90 -2.28 -3.94
C10 -4.83 -0.90 -3.87
C11 -5.20 -2.37 -1.56
C12 -3.92 -0.58 0.68
C13 -2.39 1.01 -0.51
C14 0.18 2.11 2.05
C15 3.36 -0.61 2.43
C16 -1.10 1.52 0.09
C17 5.88 0.13 1.16
C18 5.51 2.60 1.29
C19 6.41 1.51 0.78
C20 -5.09 -3.01 -2.78
C21 -4.94 -0.26 -2.65
C22 1.29 2.34 1.26
C23 0.01 1.78 -0.69
C24 2.01 -0.95 -0.99
C25 4.63 -0.15 0.32
C26 1.20 2.18 -0.12
C27 0.70 -1.20 -1.37
H1 1.81 -1.93 3.23
H2 -5.30 0.78 -0.29
H3 -3.21 1.67 -0.25
H4 6.47 1.60 -0.31
H5 -5.34 -2.95 -0.66
H6 -3.94 0.00 1.60
H7 2.06 2.36 -0.74
H8 6.62 -0.63 0.89
H9 -4.68 -0.32 -4.77
H10 0.24 2.25 3.12
H11 -4.80 -2.78 -4.89
H12 -2.30 0.96 -1.60
H13 7.41 1.68 1.18
H14 -4.87 0.82 -2.60
H15 -5.14 -4.09 -2.83
H16 1.38 -0.23 3.27
H17 4.05 -1.35 2.86
H18 -0.77 -1.52 1.66
H19 -1.87 1.51 2.09
H20 2.78 -0.79 -1.73
H21 -6.04 -0.66 0.42
H22 5.28 4.49 1.16
H23 2.23 2.64 1.71
H24 5.69 0.09 2.23
H25 -0.06 1.65 -1.76
H26 0.42 -1.24 -2.40
H27 -3.88 -1.65 0.93
H28 3.59 0.38 2.84

LUMO energy   0.48 eV
HOMO   -8.276 eV
M   492.6 g/mol
Total charge   0
SMILES   O=C(O)CCC(=O)N1CCc2cc(S(=O)(=O)N(CCc3ccccc3)Cc3ccccc3)ccc21

b | C27H28N2O5S | the ωB97M-V functional and the def2-TZVPD basis

Atoms and positions in Å:
S1 2.64 -2.36 -1.70
O1 5.41 0.87 0.58
O2 -4.92 -3.56 0.45
O3 0.00 1.30 2.85
O4 -0.60 -0.30 -1.24
O5 6.14 -0.85 1.94
N1 -0.98 1.47 0.81
N2 0.84 -0.84 0.43
C1 3.07 0.11 0.43
C2 -3.74 -2.93 0.66
C3 0.50 -0.69 -0.87
C4 -0.29 3.57 -0.22
C5 6.52 0.34 1.28
C6 1.50 -1.07 -1.88
C7 -2.49 -3.42 0.29
C8 -3.81 -1.70 1.32
C9 4.37 0.03 0.85
C10 -2.69 3.16 0.46
C11 -0.38 0.81 1.80
C12 3.95 -2.00 2.09
C13 2.55 -1.14 -3.95
C14 2.63 -1.93 1.66
C15 2.20 -0.90 0.84
C16 -1.42 -1.46 1.19
C17 -0.15 -0.69 1.50
C18 1.57 -0.53 -3.14
C19 4.81 -1.01 1.67
C20 -4.92 -4.80 -0.22
C21 -1.35 -2.69 0.56
C22 -0.91 3.53 -1.61
C23 3.19 -2.15 -3.31
C24 -2.67 -0.98 1.58
C25 -2.17 4.40 -1.66
C26 -1.22 2.89 0.80
C27 -2.85 4.48 -0.29
H1 -1.91 5.41 -1.99
H2 7.34 0.12 0.57
H3 6.88 1.07 2.02
H4 1.94 -2.70 1.96
H5 4.30 -2.80 2.73
H6 -4.36 -5.56 0.34
H7 -0.97 3.25 1.80
H8 -0.10 4.60 0.07
H9 -1.20 0.95 -0.04
H10 -2.41 5.28 0.31
H11 0.30 -1.11 2.40
H12 -2.86 3.99 -2.39
H13 -1.16 2.49 -1.86
H14 -2.39 -4.38 -0.21
H15 3.97 -2.79 -3.69
H16 -5.96 -5.11 -0.29
H17 2.73 0.92 -0.20
H18 -4.78 -1.34 1.61
H19 -0.19 3.88 -2.36
H20 -2.74 -0.03 2.09
H21 -3.28 3.17 1.38
H22 0.68 3.05 -0.22
H23 -3.91 4.71 -0.41
H24 -4.50 -4.72 -1.23
H25 2.75 -0.85 -4.97
H26 -3.07 2.35 -0.16
H27 -0.39 -3.09 0.26
H28 0.93 0.27 -3.46

LUMO energy   0.39 eV
HOMO   -8.150 eV
M   492.6 g/mol
Total charge   0
SMILES   COc1ccc([C@H](C(=O)NC2CCCCC2)N(C(=O)c2cccs2)c2ccc3c(c2)OCO3)cc1

Least stable structure: b